ORCA calculation (ωB97M-V with the def2-TZVPD basis set) on one molecule with the formula C6H9N at a distorted geometry.

Output
net charge	0
SMILES	C=C(C)CCC#N
HOMO-LUMO gap	10.47	eV
relative energy (zero: lowest compared OMol25 entry of this formula, charge and spin)	21.38	kcal per mole

Last column: natural (NBO) charge in e.
Positions of all 16 atoms, in Å:
C  -0.251  0.368  1.602  -0.4108
C  0.152  0.672  0.370  0.0263
C  1.277  1.647  0.122  -0.6454
C  -0.460  0.072  -0.880  -0.4221
C  -1.065  -1.327  -0.714  -0.5067
C  -0.039  -2.308  -0.341  0.2884
N  0.790  -3.066  -0.066  -0.3282
H  0.203  0.834  2.472  0.2032
H  -1.027  -0.365  1.803  0.1916
H  1.175  2.148  -0.846  0.2110
H  2.236  1.116  0.110  0.2287
H  1.332  2.415  0.897  0.2218
H  0.298  0.032  -1.671  0.2180
H  -1.243  0.747  -1.249  0.2267
H  -1.525  -1.652  -1.654  0.2520
H  -1.853  -1.334  0.046  0.2454

=====

ORCA calculation (ωB97M-V with the def2-TZVPD basis set) on one molecule with the formula C6H9N.

Output
net charge	0
HOMO-LUMO gap	8.73	eV
relative energy (zero: lowest compared OMol25 entry of this formula, charge and spin)	60.38	kcal per mole

Last column: natural (NBO) charge in e.
Positions of all 16 atoms, in Å:
C  -0.911  -0.562  -0.986  -0.5844
C  -1.080  0.615  1.843  0.0447
C  -0.658  1.773  0.983  -0.3076
C  0.217  1.396  0.039  -0.1531
C  0.208  -0.113  -0.006  0.0362
C  1.475  -0.883  -0.349  -0.6103
N  -0.368  -0.373  1.322  -0.5574
H  -1.203  -1.592  -0.749  0.2075
H  -1.797  0.072  -0.879  0.2269
H  -0.567  -0.522  -2.021  0.2077
H  -1.033  2.775  1.157  0.2158
H  0.812  2.025  -0.617  0.2211
H  1.261  -1.958  -0.312  0.2123
H  1.757  -0.655  -1.382  0.2196
H  2.328  -0.672  0.301  0.2239
H  -0.441  -1.327  1.655  0.3972

=====

ORCA calculation (ωB97M-V with the def2-TZVPD basis set) on one molecule with the formula C6H9N at a distorted geometry.

Output
net charge	0
SMILES	C[C@]12C[C@H]1[C@H]1N[C@H]12
HOMO-LUMO gap	9.66	eV
relative energy (zero: lowest compared OMol25 entry of this formula, charge and spin)	90.27	kcal per mole

Last column: natural (NBO) charge in e.
Positions of all 16 atoms, in Å:
C  1.557  -0.656  0.960  -0.6115
C  0.468  -0.221  -0.021  -0.0385
C  0.482  0.845  -1.154  -0.4311
C  -0.239  1.098  0.128  -0.2699
C  -1.592  0.317  0.180  -0.0788
N  -1.807  -0.584  -0.945  -0.5663
C  -0.890  -0.981  0.087  -0.0871
H  1.241  -0.352  1.975  0.2125
H  2.534  -0.193  0.778  0.2197
H  1.686  -1.752  1.017  0.2158
H  1.463  1.275  -1.345  0.2340
H  -0.147  0.953  -2.053  0.2112
H  -0.002  1.916  0.800  0.2212
H  -2.448  0.608  0.779  0.2121
H  -1.273  -0.331  -1.767  0.3487
H  -1.033  -1.941  0.581  0.2079

=====

ORCA calculation (ωB97M-V with the def2-TZVPD basis set) on C6H9N as an isolated structure at a distorted geometry.

Output
net charge	0
HOMO-LUMO gap	9.62	eV
relative energy (zero: lowest compared OMol25 entry of this formula, charge and spin)	107.84	kcal per mole

Last column: natural (NBO) charge in e.
Positions of all 16 atoms, in Å:
C  -0.672  1.274  -1.559  -0.5225
C  -0.620  0.367  -0.580  0.2154
C  -0.537  0.378  0.925  -0.2918
C  -0.949  -1.095  0.785  -0.2349
N  -0.200  -1.069  -0.530  -0.4218
C  1.201  -0.932  -0.011  -0.2416
C  1.017  0.463  0.621  -0.4662
H  -0.296  1.027  -2.545  0.2168
H  0.860  1.147  -0.391  0.2716
H  -1.163  2.230  -1.400  0.2204
H  -0.983  1.107  1.608  0.2228
H  -0.611  -1.852  1.500  0.1950
H  -2.020  -1.223  0.589  0.2094
H  1.921  -0.925  -0.832  0.2046
H  1.433  -1.807  0.625  0.2001
H  1.680  0.896  1.367  0.2227

=====

ORCA calculation (ωB97M-V with the def2-TZVPD basis set) on one molecule with the formula C6H9N at a distorted geometry.

Output
net charge	0
SMILES	CC#CCN1CC1
HOMO-LUMO gap	10.06	eV
relative energy (zero: lowest compared OMol25 entry of this formula, charge and spin)	104.70	kcal per mole

Last column: natural (NBO) charge in e.
Positions of all 16 atoms, in Å:
C  -2.023  0.799  1.482  -0.7011
C  -0.670  1.290  1.342  0.0826
C  0.394  1.523  0.817  -0.0847
C  0.765  0.987  -0.523  -0.2457
N  1.525  -0.240  -0.377  -0.3897
C  1.360  -1.192  -1.450  -0.2594
C  0.781  -1.457  -0.109  -0.2598
H  -2.565  1.068  0.563  0.2368
H  -2.530  1.221  2.343  0.2453
H  -1.998  -0.294  1.551  0.2353
H  -0.203  0.788  -1.034  0.1533
H  1.310  1.708  -1.126  0.2102
H  2.269  -1.680  -1.785  0.2036
H  0.646  -0.944  -2.238  0.1848
H  -0.309  -1.416  -0.031  0.1815
H  1.248  -2.162  0.575  0.2070

=====

ORCA calculation (ωB97M-V with the def2-TZVPD basis set) on a 2-piece molecular cluster, C6H9N overall at a distorted geometry.

Output
net charge	0
SMILES	CC1=C2N[C@H]12.C=C
HOMO-LUMO gap	9.11	eV
relative energy (zero: lowest compared OMol25 entry of this formula, charge and spin)	140.03	kcal per mole

Last column: natural (NBO) charge in e.
Positions of all 16 atoms, in Å:
C  -0.101  -1.690  -0.848  -0.6555
C  -0.617  -0.308  -0.776  -0.0885
C  -0.519  0.835  -1.561  0.1016
N  -1.555  1.626  -0.948  -0.6560
C  -1.904  0.274  -0.677  0.0279
H  0.684  -1.837  -0.108  0.2296
H  0.335  -1.862  -1.831  0.2445
H  -0.893  -2.415  -0.669  0.2226
H  -1.245  2.192  -0.168  0.3830
H  -2.849  -0.116  -1.032  0.1900
C  1.636  1.388  1.003  -0.3806
C  0.711  0.571  1.461  -0.3853
H  1.436  2.422  0.769  0.1915
H  2.642  1.055  0.808  0.1949
H  -0.292  0.902  1.685  0.1893
H  0.925  -0.453  1.717  0.1911